Entry 1:
Molecular formula: C101H196N14O9
Method: DFT, ωB97M-V/def2-TZVPD

Computed properties:
orbital gap: 8.713 eV
M: 1750.768 u
E_HOMO: -8.19 eV
charge: 0

Last column: Löwdin charge in e.
CARTESIAN COORDINATES (ANGSTROEM)
N (-6.395399, 1.941842, 2.704111)  0.042
C (-5.246784, 2.699543, 2.876152)  -0.119
C (-5.179136, 2.983287, 4.184514)  -0.172
C (-6.196260, 2.346155, 4.899291)  -0.095
C (-6.963504, 1.705990, 3.938930)  -0.109
H (-6.704370, 1.459482, 1.868952)  0.089
H (-4.543417, 2.939361, 2.081102)  0.105
H (-4.454191, 3.668286, 4.593913)  0.093
H (-6.398993, 2.421730, 5.954921)  0.086
H (-7.915038, 1.198541, 3.988452)  0.105
N (2.919014, -3.261407, -1.574801)  0.032
C (2.724877, -3.429105, -2.973334)  -0.108
C (2.042562, -2.357957, -3.455814)  -0.100
C (1.749371, -1.520249, -2.287119)  -0.085
C (2.246755, -2.145220, -1.190315)  -0.163
H (3.369538, -3.926082, -0.949744)  0.139
H (3.013494, -4.274557, -3.573632)  0.095
H (1.828911, -2.031148, -4.492669)  0.101
H (1.238733, -0.568644, -2.337396)  0.078
H (2.322527, -1.897725, -0.135300)  0.095
N (3.104906, 3.237561, -0.615545)  0.005
C (4.374897, 3.507021, -0.887784)  -0.183
C (4.959526, 2.353241, -1.286726)  -0.092
C (3.941865, 1.305389, -1.248581)  -0.081
C (2.837363, 1.916681, -0.744773)  -0.145
H (2.543970, 3.862964, -0.042035)  0.125
H (4.667336, 4.542656, -0.809581)  0.117
H (5.972288, 2.024955, -1.469185)  0.088
H (4.015363, 0.272133, -1.416429)  0.057
H (1.821782, 1.514390, -0.526607)  0.100
N (-7.488510, 1.507038, -0.643125)  0.051
C (-6.866096, 0.266883, -0.378469)  -0.150
C (-7.547748, -0.445643, 0.555668)  -0.110
C (-8.701051, 0.299059, 0.847240)  -0.144
C (-8.669777, 1.435408, 0.128624)  -0.141
H (-7.341449, 2.200150, -1.391610)  0.125
H (-5.959355, 0.072747, -0.905990)  0.067
H (-7.252723, -1.430279, 0.885157)  0.103
H (-9.519798, 0.200017, 1.544937)  0.103
H (-9.400205, 2.254239, 0.108013)  0.118
N (-3.559887, -2.293454, -1.783777)  0.023
C (-3.525282, -2.607963, -3.111706)  -0.128
C (-4.853655, -2.731273, -3.466484)  -0.128
C (-5.713276, -2.498034, -2.384695)  -0.093
C (-4.876155, -2.189515, -1.347571)  -0.145
H (-2.664823, -1.998422, -1.338544)  0.127
H (-2.665764, -2.718854, -3.763191)  0.080
H (-5.173939, -2.816232, -4.495011)  0.095
H (-6.755963, -2.489736, -2.398218)  0.084
H (-5.026202, -1.915465, -0.327979)  0.096
C (4.676774, 3.462568, 2.960778)  -0.003
C (3.427748, 3.516622, 3.901986)  -0.520
C (3.839193, 3.945230, 5.296487)  -0.113
C (4.429050, 5.378447, 5.321794)  -0.158
C (3.303428, 6.299863, 4.850353)  -0.164
C (2.772969, 5.945641, 3.491351)  -0.465
N (2.400554, 4.450644, 3.454049)  -0.035
O (2.136753, 4.067410, 2.094159)  -0.076
C (1.420688, 6.724221, 3.252441)  -0.026
C (3.790714, 6.317501, 2.373574)  -0.025
C (2.868692, 2.119461, 3.882009)  -0.029
H (5.220586, 4.353275, 3.014400)  0.037
H (4.393730, 3.260815, 1.926372)  0.073
H (5.313144, 2.628565, 3.289965)  0.078
H (2.984226, 3.932794, 5.982246)  0.121
H (4.548192, 3.201282, 5.591989)  0.110
H (5.322956, 5.470743, 4.748952)  0.083
H (4.776970, 5.720776, 6.340696)  0.127
H (3.572226, 7.409013, 4.782355)  0.151
H (2.482332, 6.256277, 5.574075)  0.103
H (1.435795, 7.782320, 3.010399)  0.074
H (0.851804, 6.237359, 2.441085)  0.077
H (0.791759, 6.602616, 4.156062)  0.071
H (3.698569, 5.563569, 1.535236)  0.079
H (3.441994, 7.280782, 1.936091)  0.086
H (4.812462, 6.443630, 2.705054)  0.070
H (1.831580, 2.058684, 4.227324)  0.065
H (3.421975, 1.395930, 4.471078)  0.078
H (2.979603, 1.712616, 2.863458)  0.084
H (1.267982, 3.683920, 2.112990)  0.044
C (-0.735240, -1.273182, -5.060049)  -0.038
C (-0.720761, -2.344878, -6.181986)  -0.459
C (-0.013736, -1.731917, -7.436895)  -0.135
C (0.413614, -2.753464, -8.485815)  -0.175
C (1.194884, -3.836123, -7.790140)  -0.150
C (0.492429, -4.511848, -6.622296)  -0.533
N (0.190466, -3.432568, -5.700280)  -0.118
O (-0.318305, -4.035210, -4.563577)  -0.055
C (-0.706452, -5.390986, -7.082002)  -0.004
C (1.563564, -5.354934, -5.978262)  -0.037
C (-2.138885, -2.825109, -6.499467)  -0.027
H (-0.790538, -1.772915, -4.079945)  0.056
H (-1.647485, -0.587954, -5.155357)  0.102
H (0.218447, -0.734602, -5.098519)  0.068
H (-0.612469, -0.949270, -7.944086)  0.130
H (0.911196, -1.251638, -7.122545)  0.105
H (1.063019, -2.078425, -9.002525)  0.106
H (-0.416223, -3.161261, -9.041631)  0.104
H (2.099646, -3.396965, -7.365690)  0.125
H (1.536112, -4.568974, -8.500391)  0.119
H (-0.239976, -6.416184, -7.304346)  0.111
H (-1.534554, -5.546974, -6.374598)  0.074
H (-1.082487, -4.986498, -8.006483)  0.053
H (1.972574, -6.003674, -6.699554)  0.065
H (2.327850, -4.685242, -5.522628)  0.085
H (1.077475, -6.080641, -5.243272)  0.098
H (-2.187612, -3.337028, -7.479578)  0.077
H (-2.791848, -1.927433, -6.568558)  0.091
H (-2.632969, -3.423618, -5.730926)  0.064
H (0.237357, -3.647394, -3.870981)  0.069
C (0.236095, 2.311299, -6.921855)  -0.035
C (1.096251, 3.458163, -6.384781)  -0.552
C (1.820044, 3.014314, -5.155512)  -0.114
C (2.988670, 4.008381, -4.775704)  -0.156
C (3.906998, 4.154875, -5.985110)  -0.144
C (3.161210, 4.642009, -7.210418)  -0.538
N (1.993718, 3.750460, -7.504878)  -0.121
O (1.297990, 4.263945, -8.567778)  -0.031
C (2.801324, 6.102580, -7.128319)  -0.045
C (4.045214, 4.471490, -8.430419)  -0.057
C (0.153102, 4.648864, -6.120824)  -0.019
H (0.863653, 1.459819, -7.182146)  0.078
H (-0.380267, 2.618250, -7.767206)  0.083
H (-0.416516, 2.033804, -6.087541)  0.077
H (1.039049, 2.986718, -4.352380)  0.123
H (2.186474, 1.964702, -5.364221)  0.133
H (3.544541, 3.785093, -3.854979)  0.098
H (2.538039, 4.972808, -4.516672)  0.096
H (4.440842, 3.167217, -6.050028)  0.140
H (4.677475, 4.887177, -5.699473)  0.126
H (1.985687, 6.306939, -7.828790)  0.086
H (2.516935, 6.427616, -6.110965)  0.073
H (3.640709, 6.755034, -7.468989)  0.099
H (5.064705, 4.795879, -8.185327)  0.084
H (4.044845, 3.363783, -8.591792)  0.099
H (3.776104, 4.991771, -9.373759)  0.091
H (-0.260939, 4.911215, -7.068532)  0.064
H (0.676457, 5.590895, -5.797589)  0.082
H (-0.649628, 4.374136, -5.404284)  0.080
H (1.233123, 3.588539, -9.233534)  0.109
C (-0.003325, -3.807871, 3.997654)  -0.040
C (1.099563, -4.407735, 4.829587)  -0.503
C (0.531741, -4.934184, 6.162221)  -0.118
C (1.457669, -5.945500, 6.851532)  -0.192
C (1.875999, -7.058146, 5.976877)  -0.150
C (2.607293, -6.493137, 4.751750)  -0.498
N (1.638866, -5.590753, 4.050370)  -0.058
O (2.353680, -4.945200, 3.019699)  -0.083
C (4.013439, -5.896218, 5.074557)  -0.009
C (2.796393, -7.627868, 3.750261)  -0.044
C (2.148574, -3.348991, 5.105742)  -0.023
H (-0.744820, -4.547943, 3.724834)  0.088
H (0.360888, -3.297223, 3.095945)  0.048
H (-0.494720, -3.038355, 4.574800)  0.087
H (0.372730, -4.093758, 6.819342)  0.116
H (-0.455984, -5.348953, 6.048017)  0.113
H (0.922864, -6.409022, 7.688940)  0.118
H (2.245657, -5.341450, 7.271114)  0.100
H (1.087016, -7.713231, 5.626439)  0.121
H (2.588439, -7.761932, 6.510917)  0.145
H (3.930902, -5.269963, 5.945236)  0.059
H (4.726880, -6.658885, 5.246487)  0.076
H (4.434048, -5.349887, 4.250520)  0.054
H (1.773644, -7.722480, 3.304476)  0.097
H (3.502018, -7.321052, 2.992429)  0.073
H (3.073957, -8.567909, 4.216265)  0.082
H (2.764450, -3.116906, 4.216671)  0.053
H (2.801720, -3.648298, 5.904175)  0.063
H (1.525499, -2.472303, 5.353894)  0.101
H (1.807672, -4.984941, 2.216447)  0.085
C (-6.662808, 2.560986, -5.056396)  -0.029
C (-5.215131, 2.268464, -4.737229)  -0.542
C (-4.277731, 2.831363, -5.809475)  -0.142
C (-4.205215, 4.331958, -5.948624)  -0.157
C (-3.744004, 4.926100, -4.584309)  -0.142
C (-4.654150, 4.453386, -3.450010)  -0.487
N (-4.706417, 2.915343, -3.488063)  -0.018
O (-5.663308, 2.702393, -2.399286)  -0.134
C (-3.900077, 4.733163, -2.133063)  -0.039
C (-6.009581, 5.161723, -3.449198)  -0.018
C (-5.011833, 0.782977, -4.578883)  -0.040
H (-6.810062, 3.563728, -5.457681)  0.066
H (-7.450366, 2.451753, -4.283982)  0.094
H (-6.928280, 1.751495, -5.730314)  0.082
H (-3.292204, 2.418890, -5.559474)  0.118
H (-4.534203, 2.400137, -6.777928)  0.125
H (-5.180720, 4.852033, -6.161168)  0.117
H (-3.480169, 4.647108, -6.700465)  0.106
H (-3.543627, 6.003602, -4.604400)  0.126
H (-2.763522, 4.520084, -4.322023)  0.095
H (-3.577738, 5.753668, -2.162349)  0.074
H (-4.632658, 4.605843, -1.286966)  0.101
H (-3.013124, 4.113605, -1.989633)  0.061
H (-5.790036, 6.154901, -3.158171)  0.078
H (-6.519804, 5.222830, -4.372072)  0.052
H (-6.655449, 4.652806, -2.719744)  0.089
H (-5.351745, 0.316455, -5.536817)  0.101
H (-5.706442, 0.303865, -3.855443)  0.085
H (-3.986366, 0.513650, -4.242808)  0.088
H (-5.430216, 1.815898, -2.006233)  0.078
C (-1.174679, 3.658067, 4.665725)  -0.052
C (-1.153359, 3.557108, 6.157696)  -0.530
C (-0.774103, 4.914702, 6.707369)  -0.114
C (-1.064210, 4.955903, 8.202716)  -0.174
C (-2.523699, 4.652525, 8.527381)  -0.142
C (-2.855318, 3.280020, 7.987639)  -0.500
N (-2.511739, 3.222379, 6.533576)  -0.106
O (-2.833767, 2.000731, 6.044897)  -0.032
C (-2.229818, 2.195144, 8.897925)  -0.024
C (-4.363854, 3.125518, 8.147667)  -0.057
C (-0.165661, 2.402162, 6.529080)  -0.004
H (-0.188960, 3.833563, 4.250091)  0.065
H (-1.871125, 4.477280, 4.418136)  0.107
H (-1.462832, 2.708050, 4.222853)  0.063
H (0.235752, 5.291196, 6.380891)  0.132
H (-1.577156, 5.472104, 6.246072)  0.112
H (-0.820134, 5.924019, 8.550742)  0.089
H (-0.408964, 4.271391, 8.811539)  0.116
H (-3.168226, 5.372174, 8.004171)  0.126
H (-2.816052, 4.685942, 9.561378)  0.118
H (-2.901765, 2.153338, 9.774818)  0.090
H (-2.055036, 1.279446, 8.399779)  0.065
H (-1.266113, 2.469027, 9.351673)  0.069
H (-4.680823, 2.156379, 7.890527)  0.057
H (-4.775989, 3.289416, 9.183005)  0.105
H (-4.883472, 3.852756, 7.503825)  0.088
H (-0.557880, 1.404354, 6.266898)  0.088
H (0.169087, 2.367666, 7.557762)  0.063
H (0.768356, 2.519332, 5.938515)  0.061
H (-3.589941, 2.044115, 5.450143)  0.066
C (6.096566, -0.258081, 4.799836)  -0.027
C (7.021777, -0.938324, 3.744639)  -0.501
C (7.495182, -2.350682, 4.049513)  -0.142
C (6.338776, -3.309583, 3.981180)  -0.206
C (5.907405, -3.321605, 2.545335)  -0.130
C (5.353799, -1.943195, 2.080637)  -0.440
N (6.327339, -0.941628, 2.468574)  -0.072
O (5.816330, 0.359667, 2.187598)  -0.017
C (5.329870, -1.981114, 0.498341)  -0.019
C (3.806009, -1.771240, 2.434457)  -0.012
C (8.236334, -0.001056, 3.797205)  -0.035
H (5.555171, 0.574936, 4.297647)  0.063
H (6.557027, 0.130802, 5.683916)  0.070
H (5.319277, -0.918191, 5.197520)  0.070
H (8.247224, -2.645567, 3.307086)  0.126
H (7.917399, -2.379097, 5.060655)  0.131
H (5.538098, -2.956602, 4.643003)  0.104
H (6.639439, -4.254286, 4.452030)  0.116
H (5.132145, -4.026073, 2.333348)  0.097
H (6.864855, -3.492603, 2.001680)  0.131
H (4.955482, -1.035454, 0.147703)  0.047
H (6.347889, -2.019131, 0.186611)  0.075
H (4.757001, -2.795739, 0.038718)  0.062
H (3.590354, -1.423942, 3.457928)  0.073
H (3.448954, -0.981077, 1.752070)  0.059
H (3.418289, -2.764391, 2.199574)  0.066
H (8.637183, 0.050407, 4.816533)  0.093
H (7.891186, 0.986134, 3.491008)  0.078
H (8.983593, -0.293422, 3.093954)  0.072
H (6.385982, 0.655832, 1.524352)  0.076
C (-3.034113, 1.194542, -0.590722)  0.013
C (-1.465055, 1.310863, -0.623004)  -0.487
C (-0.924105, 2.612539, 0.042900)  -0.105
C (-1.013465, 2.555555, 1.566775)  -0.178
C (-0.285347, 1.351632, 2.120060)  -0.153
C (-0.720761, 0.060820, 1.489928)  -0.489
N (-0.717317, 0.248992, 0.024272)  -0.066
O (-1.125106, -0.981284, -0.543025)  -0.091
C (0.323392, -1.025082, 1.775201)  -0.031
C (-2.065193, -0.424841, 2.071863)  0.001
C (-0.970525, 1.253113, -2.036239)  -0.039
H (-3.562183, 2.088559, -0.905300)  0.059
H (-3.411607, 0.862999, 0.369805)  0.056
H (-3.252696, 0.386718, -1.328152)  0.076
H (0.118561, 2.846617, -0.254182)  0.106
H (-1.545959, 3.452063, -0.286918)  0.110
H (-2.109131, 2.463924, 1.799849)  0.110
H (-0.607467, 3.484963, 2.070466)  0.105
H (-0.372564, 1.263016, 3.220539)  0.124
H (0.776314, 1.503065, 1.882979)  0.105
H (0.545637, -1.169155, 2.868565)  0.100
H (0.085814, -2.013457, 1.359882)  0.056
H (1.320706, -0.808100, 1.339362)  0.061
H (-2.748345, 0.414911, 2.272002)  0.072
H (-2.522138, -1.102254, 1.371077)  0.071
H (-1.847675, -0.907614, 3.025528)  0.087
H (0.124445, 1.253903, -2.158319)  0.073
H (-1.408939, 2.064516, -2.606959)  0.082
H (-1.378475, 0.321894, -2.470792)  0.076
H (-0.327941, -1.458059, -0.887273)  0.081
C (-1.176062, -6.671676, 0.802308)  -0.020
C (-0.766051, -5.742097, -0.304216)  -0.518
C (0.626235, -6.089198, -0.931842)  -0.116
C (0.477120, -7.357283, -1.776886)  -0.194
C (-0.592920, -7.183339, -2.811859)  -0.153
C (-2.004308, -6.769162, -2.346390)  -0.461
N (-1.734649, -5.630898, -1.418726)  -0.081
O (-2.986856, -5.381034, -0.864167)  -0.051
C (-2.733330, -6.098499, -3.565886)  -0.009
C (-2.702858, -7.928383, -1.657293)  -0.014
C (-0.614196, -4.364691, 0.290702)  -0.045
H (-2.230608, -6.711437, 1.040183)  0.091
H (-0.919319, -7.705096, 0.436776)  0.077
H (-0.618681, -6.413564, 1.681726)  0.068
H (0.960148, -5.337154, -1.693125)  0.112
H (1.428298, -6.216851, -0.196036)  0.116
H (1.406962, -7.642342, -2.261389)  0.109
H (0.218937, -8.197650, -1.068286)  0.114
H (-0.598450, -8.082937, -3.400529)  0.115
H (-0.248112, -6.408627, -3.543375)  0.101
H (-2.252372, -5.185059, -3.900047)  0.047
H (-3.772673, -5.946518, -3.418968)  0.066
H (-2.635769, -6.805407, -4.390981)  0.081
H (-2.115714, -8.427702, -0.905589)  0.064
H (-3.012868, -8.536032, -2.460589)  0.071
H (-3.644408, -7.573444, -1.212005)  0.093
H (-0.438610, -3.655302, -0.550956)  0.087
H (-1.521127, -4.170489, 0.854376)  0.091
H (0.195970, -4.319933, 1.058340)  0.067
H (-3.434478, -4.628388, -1.276422)  0.084

Atoms 1-2, force components in eV/Å:
0.40 -0.23 0.50
-0.82 -0.81 -1.53

---

Entry 2:
Molecular formula: C5H12N2O
Method: DFT, ωB97M-V/def2-TZVPD

Computed properties:
SMILES string: C[C@H](N)C(=O)N(C)C
orbital gap: 10.114 eV
M: 116.164 u
E_HOMO: -9.18 eV
ΔE to the lowest compared entry with this formula, charge and spin: 137.3 kJ/mol
charge: 0

Last column: natural (NBO) charge in e.
CARTESIAN COORDINATES (ANGSTROEM)
C (0.422695, 1.849058, -1.332118)  -0.604
C (-0.612237, 1.006112, -0.604475)  -0.147
N (-1.547232, 1.882851, 0.086232)  -0.819
C (0.043312, 0.058326, 0.413836)  0.694
O (0.476338, 0.396387, 1.487104)  -0.584
N (-0.020715, -1.311604, 0.021808)  -0.487
C (0.093707, -2.264513, 1.114249)  -0.433
C (0.872245, -1.673640, -1.091040)  -0.407
H (-0.035518, 2.297477, -2.205671)  0.222
H (0.877358, 2.631189, -0.725626)  0.220
H (1.216922, 1.177994, -1.657822)  0.200
H (-1.214900, 0.376831, -1.252777)  0.208
H (-1.084926, 2.471326, 0.770223)  0.368
H (-2.304594, 1.377179, 0.521864)  0.362
H (1.116429, -2.611312, 1.309301)  0.184
H (-0.138779, -1.746092, 2.050306)  0.229
H (-0.607895, -3.092652, 1.016492)  0.201
H (0.788891, -0.927862, -1.882145)  0.204
H (0.651567, -2.709944, -1.344850)  0.209
H (1.924445, -1.644245, -0.761966)  0.178

Atoms 1-2, force components in eV/Å:
0.05 -0.64 -0.40
0.02 0.55 1.21